1.
# CH2BNO2

A 2-piece molecular cluster, CH2BNO2 overall at a distorted geometry (the ωB97M-V functional and the def2-TZVPD basis, the OMol25 dataset).

Each line ends with the Mulliken charge.
Atoms and positions in Å:
1 B -1.0923 -1.2823 -0.3551  0.2783
2 C 1.5382 1.1112 0.7787  0.3097
3 N 1.9702 1.7900 1.6600  -0.3375
4 O -0.9622 -1.6003 0.6946  -0.2011
5 O -1.2899 -0.7326 -1.4684  -0.4217
6 H 0.9196 0.4761 0.3099  0.0161
7 H -1.0835 0.2379 -1.6197  0.3562

Values from the calculation:
DFT total energy = -7330.7267 eV
HOMO level = -12.590 eV
Energy relative to the best compared isomer or geometry (same formula, charge and spin) = 2.295 eV
Strongest force on any atom = 0.2624 hartree/bohr
Total charge = 0
Frontier orbital gap = 12.3 eV
SMILES = O=BO.C#N

---

2.
# CH2Br2O3

One molecule with the formula CH2Br2O3 at a distorted geometry (the ωB97M-V functional and the def2-TZVPD basis, the OMol25 dataset).

Each line ends with the Mulliken charge.
Atoms and positions in Å:
1 C -0.1857 -0.1315 0.1310  0.6876
2 O 1.1378 -0.2271 0.4016  -0.4907
3 O -0.3069 0.0643 -1.3173  -0.4741
4 O -0.9101 0.8415 0.7472  -0.3587
5 Br -1.0869 -1.8384 0.5270  -0.1702
6 Br -0.6538 2.5182 0.1045  0.0879
7 H 1.3248 -1.0295 1.0111  0.3670
8 H 0.6809 -0.1976 -1.6051  0.3513

Values from the calculation:
DFT total energy = -147294.8357 eV
HOMO level = -10.412 eV
Energy relative to the best compared isomer or geometry (same formula, charge and spin) = 2.344 eV
Strongest force on any atom = 0.0823 hartree/bohr
Total charge = 0
Frontier orbital gap = 9.7 eV
SMILES = OC(O)(Br)OBr

---

3.
# CH2Br2S

CH2Br2S as an isolated structure at a distorted geometry (the ωB97M-V functional and the def2-TZVPD basis, the OMol25 dataset).

Each line ends with the Mulliken charge.
Atoms and positions in Å:
1 C 0.2575 -0.0417 -0.3610  -0.3282
2 S -0.4356 0.6765 1.2899  -0.1307
3 Br -0.0532 -1.9387 -0.4172  -0.0067
4 Br 2.2362 0.2588 -0.3138  -0.0573
5 H -0.2086 0.4096 -1.3029  0.3644
6 H -1.7963 0.6354 1.1050  0.1585

Values from the calculation:
DFT total energy = -151988.8587 eV
HOMO level = -9.711 eV
Energy relative to the best compared isomer or geometry (same formula, charge and spin) = 0.137 eV
Strongest force on any atom = 0.0370 hartree/bohr
Total charge = 0
Frontier orbital gap = 9.7 eV

---

4.
# CH2Br3N2

An isolated ion of composition CH2Br3N2 and charge +1 at a distorted geometry (the ωB97M-V functional and the def2-TZVPD basis, the OMol25 dataset).

Each line ends with the Mulliken charge.
Atoms and positions in Å:
1 C 0.0854 -0.2229 0.4755  0.6702
2 N 0.3202 1.1110 0.6310  -0.2617
3 N -0.4329 -0.5945 -0.8333  -0.3882
4 Br 0.2043 -1.4510 1.8499  0.0832
5 Br 0.1649 2.4227 -0.6472  0.1490
6 Br -1.0745 -2.3126 -1.1542  0.1098
7 H 0.9712 1.2137 1.4036  0.3140
8 H -0.2387 -0.1663 -1.7253  0.3238

Values from the calculation:
DFT total energy = -214167.3683 eV
HOMO level = -14.383 eV
Energy relative to the best compared isomer or geometry (same formula, charge and spin) = 0.197 eV
Strongest force on any atom = 0.1163 hartree/bohr
Total charge = +1
Frontier orbital gap = 9.4 eV
SMILES = BrN/C(Br)=[NH+]/Br